P) CH2IOP | ωB97M-V/def2-TZVPD

Structure (ORCA input):
```
! wB97M-V def2-TZVPD RIJCOSX def2/J DEFGRID3
* xyz 0 1
I 1.45046 -0.67161 0.05371
P -0.76740 -0.31070 -1.58451
O -1.28458 -1.61927 -1.76818
C 0.29362 0.57293 1.30915
H 0.90460 1.47102 1.37975
H -0.59671 0.55762 0.61008
*
```

Properties
Lowest unoccupied orbital energy (alpha / beta) (eV): -0.699 / -1.694
Orbital gap (alpha / beta) (eV): 8.4 / 5.6
Highest occupied orbital energy (alpha / beta) (eV): -9.08 / -7.29

***

Q) CH2IOP | ωB97M-V/def2-TZVPD

Structure (ORCA input):
```
! wB97M-V def2-TZVPD RIJCOSX def2/J DEFGRID3
* xyz 0 1
I -0.66358 -1.53069 -0.18580
P 1.74333 -0.29836 -0.66979
O 1.60181 -0.11284 -2.10314
C -0.73863 0.37937 0.80456
H -1.35220 1.14238 0.26571
H -0.59073 0.42013 1.88847
*
```

Properties
Lowest unoccupied orbital energy (alpha / beta) (eV): -0.778 / -0.480
Orbital gap (alpha / beta) (eV): 6.6 / 7.9
Highest occupied orbital energy (alpha / beta) (eV): -7.35 / -8.37

***

Q) has the most favorable energy; the next structure is 71.2 kJ/mol above.

***

P) C4H15NO3 | ωB97M-V/def2-TZVPD

Structure (ORCA input):
```
! wB97M-V def2-TZVPD RIJCOSX def2/J DEFGRID3
* xyz 0 1
O -3.75300 -0.33159 0.03077
O 0.16844 0.80711 -3.92925
O -2.09743 -0.22490 2.60766
N 0.05410 -0.84281 0.03163
C 2.34794 -0.02256 0.25078
C -0.01343 0.61870 -0.30589
C 1.49192 1.15872 -0.49729
C 1.37601 -1.20585 0.58639
H 3.17378 -0.32423 -0.40522
H -0.31261 0.74725 -3.08226
H 1.23985 -1.70803 1.55703
H -0.68005 1.18539 0.44266
H -4.26209 0.24088 0.57864
H -0.57737 -1.12357 0.68552
H -2.14002 -1.09636 2.83146
H 1.76949 2.05682 0.07024
H -3.26847 -0.89226 0.71188
H 2.05018 1.33292 -1.50242
H 2.82485 0.39430 1.17470
H 1.00806 0.33360 -3.63562
H 1.60231 -2.00676 -0.19914
H -0.52075 0.71450 -1.27506
H -1.48172 0.18871 3.27280
*
```

Properties
Lowest unoccupied orbital energy (eV): 0.165
Orbital gap (eV): 8.7
Highest occupied orbital energy (eV): -8.50

***

Q) C4H15NO3 | ωB97M-V/def2-TZVPD

Structure (ORCA input):
```
! wB97M-V def2-TZVPD RIJCOSX def2/J DEFGRID3
* xyz 0 1
O -0.62267 -2.38994 -0.86986
O -0.93820 0.95529 2.10363
O -2.35678 -1.20385 1.01661
N 0.97175 0.45655 0.61431
C 0.22002 0.57950 -0.57183
C 1.06514 0.23965 -1.83437
C 1.35820 -0.86881 0.95361
C -0.37986 1.98122 -0.67898
H -1.02110 2.05772 -1.54249
H 1.36363 -0.80668 -1.80798
H 1.93658 0.92665 -1.84401
H 0.26744 0.81113 1.46657
H 0.45330 0.38238 -2.72343
H -1.84073 -0.48582 1.48738
H -1.01763 -3.19941 -1.14407
H -0.95979 2.19255 0.16984
H 0.40384 2.72620 -0.77634
H -0.63220 -0.17993 -0.57606
H 1.75291 -1.42254 0.08954
H -1.71618 -1.63884 0.39580
H 0.46685 -1.42162 1.26196
H 2.10865 -0.84099 1.73602
H -0.88315 1.14960 3.07415
*
```

Properties
Lowest unoccupied orbital energy (eV): -4.875
Orbital gap (eV): 4.2
Highest occupied orbital energy (eV): -9.07

***

R) C4H15NO3 | ωB97M-V/def2-TZVPD

Structure (ORCA input):
```
! wB97M-V def2-TZVPD RIJCOSX def2/J DEFGRID3
* xyz 0 1
O -0.78414 -1.48247 -1.84372
O 2.55884 -0.12924 -2.38923
O -1.71067 -2.00741 0.44065
N -1.62488 1.47154 -0.32332
C 1.21079 0.63336 1.07364
C -0.98703 1.78839 1.06090
C -0.14371 0.72906 1.80123
C 1.90262 -0.47075 0.67939
H -0.44617 -1.54151 -2.68711
H -0.89515 1.56798 -1.16670
H -0.74967 -1.81723 0.35040
H -1.77011 -1.69146 -1.90762
H -1.94683 1.82132 1.71394
H -1.72112 -2.94346 0.13534
H -1.86840 0.55279 -0.32327
H -0.68556 -0.18107 1.65079
H 1.48851 -1.43876 0.84159
H 1.95950 -0.61704 -1.91176
H -0.37271 2.75950 0.95917
H 1.64338 1.57888 1.02822
H 2.65119 -0.46970 -0.00747
H 0.04207 1.11162 2.86562
H 2.24926 0.77564 -2.04068
*
```

Properties
Lowest unoccupied orbital energy (eV): 0.341
Orbital gap (eV): 9.6
Highest occupied orbital energy (eV): -9.27

***

P) has the most favorable energy; the next structure is 43.0 kJ/mol above.

***

P) C4H15NO3 | ωB97M-V/def2-TZVPD

Structure (ORCA input):
```
! wB97M-V def2-TZVPD RIJCOSX def2/J DEFGRID3
* xyz 0 1
O 1.40677 1.35990 3.18236
O 0.95184 -0.31494 -2.20787
O 3.03055 0.01694 0.72545
N -0.90955 0.22219 -0.19317
C -0.33492 -0.99171 -2.28639
C -2.01570 0.62088 0.72446
C 0.10430 -0.58693 0.61790
C -1.46253 -0.27903 -1.44261
H 0.58489 0.92012 3.49620
H -1.59022 1.21575 1.57624
H 0.94404 -0.84482 0.04300
H -1.78470 0.52101 -2.18557
H -0.75488 -1.17381 -3.30086
H 3.94841 0.00543 0.84585
H 1.46476 1.25784 2.21734
H -2.33859 -0.93642 -1.32090
H -0.29836 -1.52381 1.04356
H 2.92209 0.66072 0.06180
H -2.54431 -0.23859 0.97276
H 0.53808 0.08386 1.44085
H -2.45383 1.36948 0.22442
H 0.83340 0.59521 -2.35441
H -0.24155 -1.95928 -1.88043
*
```

Properties
Lowest unoccupied orbital energy (eV): 0.691
Orbital gap (eV): 9.2
Highest occupied orbital energy (eV): -8.49

***

Q) C4H15NO3 | ωB97M-V/def2-TZVPD

Structure (ORCA input):
```
! wB97M-V def2-TZVPD RIJCOSX def2/J DEFGRID3
* xyz 0 1
O -1.84401 -0.22942 2.77052
O -3.56532 -0.21726 0.08789
O 0.36155 0.80820 -3.92953
N 0.26584 -0.83789 0.16154
C 1.62992 -1.21063 0.65693
C 1.62125 1.07501 -0.27432
C 2.52116 -0.00134 0.40448
C 0.20020 0.58421 -0.14445
H 1.79202 1.99899 0.27702
H 1.57714 -1.62852 1.65984
H -0.32796 0.70829 -1.09308
H 1.96352 -2.01245 -0.00102
H -0.41724 -1.09505 0.86986
H 1.16640 0.32486 -3.69315
H -0.15194 0.75590 -3.11446
H 2.94462 0.40466 1.32077
H -1.91310 -1.16709 3.01594
H 2.00201 1.26178 -1.26744
H -0.38591 1.13764 0.58385
H -1.23196 0.15132 3.41418
H -3.09665 -0.76311 0.73666
H -4.05743 0.39831 0.64269
H 3.36093 -0.26326 -0.23406
*
```

Properties
Lowest unoccupied orbital energy (eV): 0.186
Orbital gap (eV): 8.7
Highest occupied orbital energy (eV): -8.55

***

Q) has the most favorable energy; the next structure is 147.1 kJ/mol above.